No. 1
{
  "formula": "C7H8ClN2",
  "method": "wB97M-V/def2-TZVPD",
  "symbols": ["C", "C", "C", "C", "C", "C", "C", "N", "N", "Cl", "H", "H", "H", "H", "H", "H", "H", "H"],
  "coordinates": [[-0.9140, -1.2499, 1.4267], [-1.5819, -0.1609, 0.9016], [0.4442, -1.5443, 1.3936], [-1.2215, 0.7641, -0.1011], [1.4436, -0.6688, 0.9826], [-0.4303, 0.6236, -1.2055], [-0.2101, 1.7154, -2.1792], [3.7777, -1.2304, 1.0021], [2.6924, -0.9825, 1.0063], [0.2740, -0.8734, -1.6492], [-1.5160, -1.9384, 2.0067], [-2.5698, 0.0265, 1.3130], [0.7543, -2.5053, 1.7852], [-1.7670, 1.6989, -0.0518], [1.2240, 0.3516, 0.6992], [-0.7392, 2.6214, -1.8987], [-0.5176, 1.4150, -3.1802], [0.8573, 1.9373, -2.2513]],
  "nbo_charge": [-0.309, 0.001, -0.003, -0.347, -0.242, 0.110, -0.676, 0.233, 0.117, 0.090, 0.254, 0.241, 0.244, 0.254, 0.271, 0.245, 0.262, 0.253],
  "e_lumo_ev": [-6.01, -6.01],
  "orbital_gap_ha": [0.2589, 0.2590],
  "smiles": "C/C(Cl)=C/C=C\\C=C\\[N+]#N",
  "total_charge": 1,
  "total_energy_ev": -22881.630,
  "e_homo_ev": [-13.053, -13.053],
  "spin_multiplicity": 1
}

---

No. 2
{
  "formula": "C7H8ClNO2S",
  "method": "wB97M-V/def2-TZVPD",
  "symbols": ["C", "C", "C", "C", "C", "C", "C", "N", "O", "O", "S", "Cl", "H", "H", "H", "H", "H", "H", "H", "H"],
  "coordinates": [[-1.5756, 0.4818, 0.6039], [-0.7527, 0.1994, 2.6412], [-2.6805, 1.3755, 0.3828], [0.5755, -0.6797, 2.5422], [0.8768, -0.1919, -1.6471], [-0.4864, 0.5413, -1.6506], [0.4845, -0.6981, -0.1818], [-0.7192, 0.1304, -0.2601], [-3.6185, 1.3747, -0.3376], [-2.5040, 2.5178, 1.2163], [1.5888, -0.2772, 1.1637], [-2.0617, -0.5893, 3.4543], [1.0801, -0.4604, 3.4618], [0.4807, -1.8001, 2.5685], [1.1072, -1.0293, -2.4885], [1.6659, 0.4087, -1.6173], [-0.5520, 1.5459, -1.8652], [-1.1722, 0.1739, -2.3878], [0.2852, -1.7087, -0.1486], [-1.7300, 2.4946, 1.7258]],
  "nbo_charge": [0.221, -0.172, 0.680, -0.700, -0.382, -0.241, -0.177, -0.324, -0.525, -0.691, 0.271, -0.034, 0.270, 0.207, 0.226, 0.212, 0.221, 0.223, 0.219, 0.498],
  "e_lumo_ev": [-0.54, -0.54],
  "orbital_gap_ha": [0.2647, 0.2646],
  "total_energy_ev": -36325.370,
  "e_homo_ev": [-7.741, -7.739],
  "spin_multiplicity": 1
}

---

No. 3
{
  "formula": "C7H8F2O",
  "method": "wB97M-V/def2-TZVPD",
  "symbols": ["C", "C", "C", "C", "C", "C", "C", "O", "F", "F", "H", "H", "H", "H", "H", "H", "H", "H"],
  "coordinates": [[-1.8926, 1.5222, 0.0198], [-2.6924, 0.3642, -0.1503], [-2.0870, -0.8319, -0.0218], [-0.2025, 0.2166, 0.7972], [2.0605, 0.8230, -0.0756], [1.1542, -1.5173, -0.3139], [1.1821, -0.2570, 0.5618], [-0.6470, 1.3670, 0.3957], [-3.9561, 0.5843, -0.5971], [-2.5565, -2.0405, 0.2151], [-2.2609, 2.5269, -0.0836], [1.6412, 1.1367, -1.0288], [3.0584, 0.4233, -0.2510], [2.1453, 1.6915, 0.5742], [0.8332, -1.2642, -1.3208], [0.4685, -2.2503, 0.0988], [2.1495, -1.9545, -0.3560], [1.6021, -0.5399, 1.5363]],
  "nbo_charge": [0.055, 0.141, 0.304, 0.351, -0.603, -0.576, -0.368, -0.394, -0.320, -0.307, 0.208, 0.209, 0.216, 0.213, 0.212, 0.225, 0.208, 0.227],
  "e_lumo_ev": [0.04, 0.04],
  "orbital_gap_ha": [0.2838, 0.2837],
  "total_energy_ev": -14864.876,
  "e_homo_ev": [-7.682, -7.678],
  "spin_multiplicity": 1
}

---

No. 4
{
  "formula": "C7H8FNOS",
  "method": "wB97M-V/def2-TZVPD",
  "symbols": ["C", "C", "C", "C", "C", "C", "C", "N", "O", "F", "S", "H", "H", "H", "H", "H", "H", "H", "H"],
  "coordinates": [[-2.9627, -0.3717, -0.0486], [-2.2422, -1.4451, -0.4534], [-2.3492, 0.8191, 0.4939], [-0.8639, -1.3786, -0.2852], [-0.9470, 0.8900, 0.4525], [-0.2452, -0.1781, -0.0150], [3.1408, -0.0659, -1.1321], [2.2378, 1.1682, 1.0158], [2.1281, -1.2962, 0.7656], [-0.4064, 2.0020, 0.8842], [1.9408, -0.1162, 0.0089], [-3.9998, -0.2525, -0.2576], [-2.7179, -2.3307, -0.7935], [-3.0274, 1.6354, 0.7634], [-0.2839, -2.2870, -0.6711], [3.3534, -0.9279, -1.6943], [3.1379, 0.9334, -1.4589], [1.4944, 1.1999, 1.6235], [2.6123, 2.0019, 0.8017]],
  "nbo_charge": [-0.185, -0.234, -0.274, -0.209, 0.335, -0.226, -0.908, -1.015, -0.954, -0.319, 1.853, 0.212, 0.223, 0.232, 0.239, 0.244, 0.199, 0.388, 0.399],
  "e_lumo_ev": [0.21, 0.21],
  "orbital_gap_ha": [0.3186, 0.3185],
  "smiles": "C=[S@](N)(=O)c1ccccc1F",
  "total_energy_ev": -24473.967,
  "e_homo_ev": [-8.463, -8.462],
  "spin_multiplicity": 1
}

---

No. 5
{
  "formula": "C7H8N2O",
  "method": "wB97M-V/def2-TZVPD",
  "symbols": ["C", "C", "C", "C", "C", "C", "C", "N", "N", "O", "H", "H", "H", "H", "H", "H", "H", "H"],
  "coordinates": [[-0.2998, 1.3867, 1.0327], [0.9188, 0.9130, 0.8621], [-0.4889, -1.1299, 0.0441], [0.8780, -1.1843, 0.4222], [2.1962, 0.8445, 0.2948], [1.9197, -0.5282, -0.5413], [-2.7980, -1.0047, 0.0211], [-1.5132, 0.8551, 0.9641], [-1.4796, -0.4026, 0.3319], [1.2395, -1.9669, 1.2856], [-0.5151, 2.4526, 1.5065], [2.6015, 1.5003, -0.4929], [3.0496, 0.7565, 1.1150], [2.9115, -0.9508, -0.7115], [1.5576, -0.3989, -1.4676], [-2.7445, -1.1611, -1.1152], [-2.9620, -1.9252, 0.4266], [-3.4258, -0.2769, 0.5205]],
  "nbo_charge": [-0.133, 0.169, 0.151, 0.372, -0.518, -0.434, -0.390, -0.191, -0.230, -0.596, 0.206, 0.247, 0.258, 0.227, 0.204, 0.225, 0.211, 0.222],
  "e_lumo_ev": [0.72, -1.79],
  "orbital_gap_ha": [0.3042, 0.2390],
  "total_energy_ev": -12407.479,
  "e_homo_ev": [-7.555, -8.293],
  "s2": 2.051,
  "spin_multiplicity": 3
}

---

No. 6
{
  "formula": "C7H8N2O2",
  "method": "wB97M-V/def2-TZVPD",
  "symbols": ["C", "C", "C", "C", "C", "C", "C", "N", "N", "O", "O", "H", "H", "H", "H", "H", "H", "H", "H"],
  "coordinates": [[-1.5418, 0.7522, -1.4385], [-1.5068, 1.2311, -2.6908], [-0.0849, 0.4249, -1.0647], [-0.1409, -1.0148, -0.2485], [0.4544, -0.1903, 0.8984], [-0.2908, -0.0272, 2.2355], [1.8001, -0.7852, 1.1565], [-0.1668, 1.3115, -3.0819], [0.6928, 0.9928, -2.2692], [-0.1966, -2.2032, -0.4549], [0.4960, 0.9824, 0.1378], [-2.3091, 0.4762, -0.7958], [-2.2344, 1.2664, -3.4455], [0.3625, 0.4266, 2.8813], [-0.5159, -1.0198, 2.5044], [-1.3120, 0.3971, 2.0552], [1.7672, -1.8792, 1.3220], [2.3703, -0.4582, 2.0060], [2.3569, -0.6833, 0.2927]],
  "nbo_charge": [-0.194, -0.086, 0.161, 0.614, 0.150, -0.607, -0.636, -0.138, -0.084, -0.468, -0.493, 0.221, 0.223, 0.222, 0.219, 0.215, 0.232, 0.224, 0.226],
  "e_lumo_ev": -0.55,
  "orbital_gap_ha": 0.3268,
  "smiles": "CC1(C)O[C@]2(C=CN=N2)C1=O",
  "total_energy_ev": -14459.537,
  "e_homo_ev": -9.445,
  "spin_multiplicity": 1
}

---

ΔE to the lowest compared entry with this formula, charge and spin for every record listed, in sequence, given in kcal/mol: 14.9 50.0 109.8 47.9 88.5 113.5.